1.
Molecular formula: C34H41BN5O12S
Method: DFT, ωB97M-V/def2-TZVPD

```
! RIJCOSX wB97M-V def2-TZVPD def2/J DEFGRID3
* xyz -1 1
H 7.13 0.49 -1.13
H -4.83 4.98 5.77
C 4.79 2.56 -1.25
C -7.76 4.27 9.65
C 4.10 -4.86 -5.59
O -0.59 -4.02 -7.30
O -3.62 1.86 1.24
N -4.41 2.33 2.03
O 3.86 1.55 -1.37
C 0.86 0.16 -1.39
H 5.03 4.07 0.64
B 4.07 0.48 -0.32
C 5.75 -5.17 -7.27
H 0.19 0.53 -2.17
C -2.50 3.45 3.08
N -5.76 2.39 7.14
C 1.74 1.34 0.68
H -4.63 -4.37 -4.80
C 2.91 0.33 0.80
C 4.91 -4.58 -8.20
O -4.65 2.79 7.45
N 4.30 -0.86 -1.07
C -2.70 -3.92 -5.58
O 6.73 1.28 -1.53
C -9.04 3.83 9.36
H -0.22 2.79 0.32
C 3.66 -4.12 -7.81
H 6.00 -5.77 -5.21
H 2.29 -3.89 -6.17
H -1.86 3.02 2.33
H 6.73 -5.53 -7.57
H 1.43 1.61 1.70
C -6.68 3.81 8.93
H 2.58 -2.72 -1.51
C 5.36 -5.31 -5.95
H -2.41 5.44 5.82
C 3.24 -4.25 -6.50
H 6.11 -2.93 0.27
H -5.67 4.14 9.14
C -1.53 -3.20 -5.35
H 3.96 -3.62 -2.08
H 5.05 2.90 -2.26
H 5.46 -1.54 1.21
H -0.92 4.47 4.10
C -0.59 1.86 -0.13
O 6.81 2.74 0.23
H 2.46 -0.67 0.81
C 4.34 -2.03 -0.59
O 5.37 1.01 0.35
H 1.88 0.40 -1.70
H -2.80 -4.53 -6.46
C -1.98 4.27 4.08
C 3.52 -3.17 -1.18
C -1.35 -2.40 -4.24
H -0.43 -1.86 -4.09
C -2.38 -2.32 -3.31
C -4.72 3.74 4.02
H 3.39 0.49 1.77
H -1.50 1.59 0.42
S 4.15 4.06 -0.36
C -3.56 -3.03 -3.52
N 3.63 -5.02 -4.21
H -7.60 4.98 10.45
H -2.26 -1.70 -2.44
H 2.06 2.27 0.20
H 7.24 3.30 -0.43
H 3.00 -3.65 -8.53
N -0.43 -3.31 -6.33
H 4.67 -3.13 1.25
H 5.23 -4.48 -9.23
C -4.18 4.55 5.01
C -2.82 4.81 5.04
C -3.72 -3.82 -4.65
C 0.50 0.77 -0.01
H 3.29 -3.95 -0.45
H 0.76 -0.93 -1.38
C 5.20 -2.41 0.61
C 5.96 1.88 -0.50
O 4.41 -5.50 -3.40
H -9.89 4.19 9.93
O 0.58 -2.69 -6.09
C -8.17 2.45 7.59
C -3.86 3.21 3.08
O -5.61 2.13 2.02
H -0.84 2.09 -1.17
H -8.31 1.74 6.79
H -10.25 2.57 8.10
H 0.12 -0.04 0.62
C -9.25 2.92 8.33
C -6.91 2.90 7.91
H -4.36 -2.96 -2.79
H -5.77 3.53 3.99
O 2.50 -4.69 -3.95
O -5.99 1.61 6.24
*
```

HOMO-LUMO gap = 4.44 eV



2.
Molecular formula: C34H41ClN4O3S2Si2TeTi
Method: DFT, ωB97M-V/def2-TZVPD

```
! RIJCOSX wB97M-V def2-TZVPD def2/J DEFGRID3
* xyz 2 1
H -4.76 1.13 -3.90
H -2.00 0.74 1.53
C 2.76 -3.40 -4.60
C -3.85 1.28 -3.33
C 0.99 -0.22 4.24
H 4.40 2.60 -1.06
C 2.59 5.28 -0.48
H -5.10 -5.34 3.68
C -3.18 -4.43 3.47
H 2.74 -3.80 5.14
H -2.40 1.88 -4.82
H 1.29 2.06 -2.51
H 3.27 -4.69 -2.98
H -1.94 2.70 -1.04
H 2.25 4.31 -4.37
C 1.61 -1.73 -2.70
H -3.38 1.66 2.10
C -2.06 4.65 2.48
H -1.93 4.45 -0.76
C 1.69 -2.10 2.38
H 3.04 5.74 -3.72
H 4.21 2.43 -2.81
H 2.95 -4.13 -0.70
H 1.31 5.53 -3.49
S -1.21 0.79 -3.06
C 2.77 -4.54 3.14
C -2.06 -2.17 0.68
C -4.99 -4.12 1.91
C -2.27 3.49 -0.36
C 4.21 3.15 -1.98
C 1.96 -2.36 3.74
H 3.37 6.04 -0.60
N -1.59 -0.64 -0.83
C -4.48 -4.69 3.08
N 1.76 -2.64 0.06
H 1.81 -1.52 5.72
Si -1.63 3.22 1.38
C -2.62 1.03 -4.18
Ti 0.36 -1.03 -0.11
H -2.73 0.13 -4.80
H 0.62 4.13 0.90
N 1.10 -0.94 1.96
C 2.27 5.00 -3.52
O -1.10 -3.30 3.11
Si 2.61 4.10 -1.92
C 2.52 -3.60 4.10
H -1.67 5.60 2.09
H -1.66 4.52 3.49
C -2.14 0.01 -1.83
H 3.17 -5.51 3.42
H -1.98 1.49 3.13
N -2.58 -1.24 -0.04
C 1.21 2.82 -1.73
H -6.01 -4.33 1.60
C -2.86 -3.04 1.53
H -2.79 -4.86 4.38
H -3.85 2.28 -2.91
H 2.78 4.79 0.48
H 0.71 3.09 2.29
H 5.05 3.82 -2.14
H 1.16 -0.41 -4.33
C -2.37 -3.60 2.71
C 2.21 -2.93 -2.30
H -3.36 3.50 -0.35
C 2.79 -3.76 -3.27
C 0.26 3.18 1.30
O -0.74 -2.35 0.61
H 0.68 0.56 4.93
C 2.17 -2.19 -4.98
H -3.14 4.76 2.58
H 1.64 5.82 -0.41
C 0.74 -0.06 2.88
H 2.17 -1.91 -6.02
Cl 3.46 -4.42 -5.79
H 0.21 0.82 2.53
C -2.29 1.63 2.09
O 1.09 -0.94 -1.74
H -4.55 -2.86 0.24
C -4.18 -3.31 1.15
H -0.92 -3.78 3.93
Te 1.32 1.75 0.11
H 0.21 3.24 -1.80
H 2.70 -5.06 1.06
C 2.51 -4.28 1.78
C 1.60 -1.36 4.67
C 2.01 -3.06 1.39
C 2.31 -3.28 -0.92
C 1.60 -1.35 -4.04
S -3.85 0.08 -1.97
*
```

Relative energy (zero: lowest compared OMol25 entry of this formula, charge and spin) = 0.1774 eV
HOMO-LUMO gap = 6.84 eV